Computed, not measured: a structure of composition BaCl2O8, with wB97M-V/def2-TZVPD.

XYZ file:
```
11
Properties=species:S:1:pos:R:3:mulliken_charge:R:1
Ba 1.60 -1.06 -0.56 1.835
Cl 1.81 2.98 0.38 1.586
O 0.80 3.45 1.32 -0.598
O 2.12 3.99 -0.60 -0.546
O 2.97 2.62 1.11 -0.643
O 1.18 1.70 -0.12 -0.707
Cl -2.11 -2.69 -0.32 1.631
O -1.15 -1.65 -0.47 -0.664
O -2.31 -3.36 -1.60 -0.634
O -1.58 -3.62 0.58 -0.679
O -3.33 -2.36 0.28 -0.580
```

Relative energy (zero: lowest compared OMol25 entry of this formula, charge and spin), kcal per mole: 62.3
Kohn-Sham gap, eV: 6.9
F_max, eV/Å: 6.135

=====

Computed, not measured: a structure of composition BaCl3O12, with wB97M-V/def2-TZVPD.

XYZ file:
```
16
Properties=species:S:1:pos:R:3:mulliken_charge:R:1
Ba 12.64 -3.40 15.01 1.813
Cl 16.34 -3.60 16.05 1.734
O 15.60 -2.42 16.46 -0.671
O 15.29 -4.45 15.46 -0.792
O 17.19 -3.31 14.93 -0.611
O 17.06 -4.12 17.15 -0.599
Cl 10.97 -1.57 18.18 1.660
O 11.32 -1.79 16.77 -0.694
O 10.98 -2.80 18.95 -0.673
O 11.93 -0.66 18.72 -0.610
O 9.63 -1.07 18.18 -0.629
Cl 13.27 -0.74 12.85 1.763
O 11.90 -1.13 13.24 -0.766
O 13.23 0.69 12.88 -0.649
O 14.19 -1.29 13.85 -0.679
O 13.66 -1.14 11.53 -0.598
```

Total charge: -1
Relative energy (zero: lowest compared OMol25 entry of this formula, charge and spin), kcal per mole: 0.0
Kohn-Sham gap, eV: 8.3
F_max, eV/Å: 3.147

=====

Computed, not measured: a structure of composition BaFHMgNO3S2, with wB97M-V/def2-TZVPD.

XYZ file:
```
10
Properties=species:S:1:pos:R:3:mulliken_charge:R:1
Ba 0.89 -2.94 2.86 0.645
N 0.90 -0.61 -0.45 -0.489
S 2.05 -1.82 0.14 -0.663
S -0.58 -0.70 0.03 1.197
O -1.08 1.12 -0.47 -0.471
O -0.77 -1.36 1.35 -0.497
F -1.37 -1.77 -0.96 -0.259
Mg 0.90 1.52 -0.99 1.014
O -0.31 3.04 -1.13 -0.736
H -0.64 3.52 -0.37 0.259
```

Relative energy (zero: lowest compared OMol25 entry of this formula, charge and spin), kcal per mole: 24.2
<S²>: 0.75
Kohn-Sham gap (spin up / spin down), eV: 3.5 / 6.5
F_max, eV/Å: 5.230
Multiplicity: 2

=====

What is the F_max in the second record?
3.147 eV/Å

=====

F_max of number 3 (BaFHMgNO3S2)?
5.230 eV/Å